24
Properties=species:S:1:pos:R:3 method="wB97M-V/def2-TZVPD" smiles="O=C(Oc1nnc([PH2]=S)nn1)c1ccccc1" fmax_ev_per_a=2.82 homo_energy_ev=-8.99 mol_weight_g_mol=266.22 e_lumo_ha=-0.061 total_energy_ev=-39621.516
O 0.03 -2.38 2.44
C -0.14 -2.09 1.30
O 0.80 -2.54 0.30
C 1.50 -1.37 -0.05
N 1.09 -0.79 -1.20
N 1.72 0.32 -1.51
C 2.68 0.68 -0.63
P 3.58 2.29 -1.08
S 2.29 3.76 -0.94
N 3.12 0.08 0.49
N 2.48 -1.03 0.81
C -1.30 -1.22 0.78
C -1.50 0.07 1.45
C -2.56 0.95 0.98
C -3.43 0.61 -0.15
C -3.22 -0.69 -0.82
C -2.15 -1.57 -0.34
H 4.60 2.54 -0.11
H 4.09 2.19 -2.40
H -0.87 0.43 2.30
H -2.75 1.94 1.46
H -4.23 1.29 -0.53
H -3.86 -0.94 -1.69
H -1.99 -2.54 -0.87